Entry 1:
{"formula": "C17H50N5O7P2SSi4TeW", "method": "ωB97M-V/def2-TZVPD", "lumo_energy_ha": -0.1252, "homo_ev": -10.7, "charge": 1, "gap_ev": 7.33, "e_tot_ev": -110272.7358, "species": ["W", "N", "C", "C", "N", "C", "C", "N", "H", "H", "H", "H", "H", "H", "H", "H", "H", "H", "H", "H", "H", "O", "P", "O", "O", "O", "P", "O", "O", "O", "H", "H", "C", "Si", "C", "C", "Si", "Te", "Si", "C", "C", "C", "Si", "C", "C", "C", "H", "H", "H", "H", "H", "H", "H", "H", "H", "H", "H", "H", "H", "H", "H", "H", "H", "H", "H", "H", "H", "H", "H", "H", "H", "H", "H", "S", "C", "N", "C", "C", "C", "N", "H", "H", "H", "H", "H", "H", "H", "H"], "coordinates": [[-0.354, -0.491, 1.978], [0.442, -2.791, 2.033], [0.462, -3.792, 3.132], [1.827, -3.953, 3.773], [2.369, -2.726, 4.349], [1.670, -2.216, 5.532], [0.475, -1.343, 5.123], [0.832, -0.576, 3.895], [-0.267, -3.135, 1.377], [1.344, -2.816, 1.563], [0.175, -4.763, 2.725], [-0.297, -3.538, 3.865], [2.538, -4.303, 3.022], [1.736, -4.746, 4.527], [3.346, -2.858, 4.569], [2.389, -1.618, 6.093], [1.319, -3.016, 6.193], [0.219, -0.641, 5.915], [-0.408, -1.940, 4.936], [1.720, -1.012, 3.598], [1.023, 0.383, 4.171], [-3.562, 0.738, 2.862], [-3.656, -0.217, 1.580], [-4.692, 0.181, 0.639], [-2.198, -0.317, 1.066], [-3.929, -1.675, 2.225], [-2.665, -2.583, 2.628], [-3.165, -3.367, 3.909], [-2.202, -3.417, 1.504], [-1.608, -1.610, 3.203], [-4.428, 1.116, 3.064], [-3.691, -4.149, 3.696], [3.973, 0.480, -2.284], [2.510, 1.627, -2.507], [2.452, 2.860, -1.089], [2.656, 2.559, -4.129], [0.497, 0.412, -2.739], [0.343, -1.230, -0.728], [-1.475, 1.693, -3.069], [-1.126, 3.498, -2.665], [-1.895, 1.625, -4.895], [-2.847, 0.943, -2.057], [0.631, -1.361, -4.309], [0.880, -0.639, -6.020], [-0.996, -2.294, -4.206], [2.055, -2.517, -3.921], [4.883, 1.070, -2.149], [4.117, -0.152, -3.161], [3.863, -0.167, -1.412], [3.312, 3.531, -1.162], [2.519, 2.356, -0.124], [1.554, 3.479, -1.119], [3.568, 3.161, -4.142], [1.812, 3.235, -4.282], [2.697, 1.876, -4.979], [-0.490, 3.925, -3.444], [-0.626, 3.661, -1.712], [-2.059, 4.067, -2.659], [-1.095, 2.036, -5.514], [-2.790, 2.229, -5.071], [-2.110, 0.612, -5.236], [-2.594, 0.835, -1.003], [-3.085, -0.056, -2.432], [-3.761, 1.538, -2.118], [0.099, 0.070, -6.295], [0.874, -1.445, -6.758], [1.844, -0.131, -6.097], [-1.848, -1.646, -4.421], [-1.155, -2.739, -3.221], [-1.007, -3.109, -4.934], [3.018, -2.012, -4.016], [2.045, -3.342, -4.638], [1.994, -2.946, -2.920], [1.851, -0.375, 0.904], [-0.182, 1.285, 2.537], [-0.415, 1.580, 1.173], [-1.493, 2.582, 1.001], [-1.214, 3.754, 1.942], [-1.008, 3.282, 3.385], [0.076, 2.268, 3.496], [0.432, 1.812, 0.654], [-2.444, 2.119, 1.245], [-1.528, 2.889, -0.040], [-2.049, 4.455, 1.896], [-0.322, 4.297, 1.610], [-1.918, 2.816, 3.764], [-0.752, 4.112, 4.041], [0.965, 2.722, 3.285]], "forces_ev_per_angstrom": [[-0.1, -0.2, -0.4], [0.0, 0.1, -0.1], [0.0, 0.0, 0.0], [0.1, 0.0, 0.1], [-0.1, 0.0, 0.1], [0.1, 0.0, -0.1], [-0.1, 0.0, 0.0], [0.0, -0.2, 0.1], [0.0, -0.1, 0.1], [0.0, 0.1, 0.0], [0.0, 0.0, 0.0], [0.0, 0.0, 0.0], [0.0, 0.0, 0.0], [0.0, 0.0, 0.0], [0.0, 0.0, -0.1], [0.0, 0.0, 0.0], [0.0, 0.0, 0.0], [0.0, 0.0, 0.0], [0.0, 0.1, 0.0], [-0.1, 0.1, -0.1], [0.0, 0.0, 0.0], [0.0, 0.1, 0.1], [0.1, -0.2, -0.1], [0.0, 0.0, 0.0], [-0.1, 0.0, 0.2], [0.2, -0.1, 0.1], [-0.1, 0.1, -0.2], [0.0, 0.0, -0.1], [-0.1, -0.2, 0.1], [0.1, 0.5, 0.1], [0.0, 0.0, 0.0], [0.0, 0.0, 0.0], [0.0, 0.0, 0.0], [0.1, 0.0, 0.0], [0.0, 0.0, 0.0], [0.0, 0.0, 0.0], [0.0, 0.0, 0.1], [0.0, 0.1, -0.1], [0.0, 0.0, 0.0], [0.0, 0.0, 0.0], [0.0, 0.0, 0.0], [0.0, 0.0, 0.0], [0.0, 0.0, -0.1], [0.0, 0.0, 0.0], [0.0, 0.0, 0.0], [0.0, 0.0, 0.0], [0.0, 0.0, 0.0], [0.0, 0.0, 0.0], [0.0, 0.0, 0.0], [0.0, 0.0, 0.0], [0.0, 0.0, 0.0], [0.0, 0.0, 0.0], [0.0, 0.0, 0.0], [0.0, 0.0, 0.0], [0.0, 0.0, 0.0], [0.0, 0.0, 0.0], [0.0, 0.0, 0.0], [0.0, 0.0, 0.0], [0.0, 0.0, 0.0], [0.0, 0.0, 0.0], [0.0, 0.0, 0.0], [0.0, 0.0, 0.0], [0.0, 0.0, 0.0], [0.0, 0.0, 0.0], [0.0, 0.0, 0.0], [0.0, 0.0, 0.0], [0.0, 0.0, 0.0], [0.0, 0.0, 0.0], [0.0, 0.0, 0.0], [0.0, 0.0, 0.0], [0.0, 0.0, 0.0], [0.0, 0.0, 0.0], [0.0, 0.0, 0.0], [0.0, 0.0, 0.1], [0.0, 0.1, 0.0], [0.0, 0.1, 0.1], [0.0, 0.0, 0.0], [0.1, 0.0, 0.0], [0.0, 0.0, 0.0], [0.0, -0.1, 0.0], [0.1, 0.0, 0.0], [0.0, 0.0, 0.0], [0.0, 0.0, 0.0], [0.0, 0.0, 0.0], [0.0, 0.0, 0.0], [0.0, 0.0, 0.0], [0.0, 0.0, 0.0], [0.0, 0.0, 0.0]], "mulliken_charge": [2.05, -0.25, -0.28, -1.39, -0.21, -0.88, -0.46, -0.65, 0.39, 0.27, 0.49, 0.15, 0.51, 0.37, 0.25, 0.43, 0.38, 0.65, -0.16, 0.41, 0.43, -0.49, 0.48, -0.78, 0.24, -0.24, 0.41, -0.53, -0.68, -1.03, 0.32, 0.35, -1.04, 0.58, -0.88, -1.08, 0.23, -0.68, 0.74, -0.98, -1.13, -0.61, 0.42, -1.06, -0.94, -1.02, 0.38, 0.26, 0.25, 0.49, 0.21, 0.20, 0.41, 0.25, 0.27, 0.30, 0.01, 0.49, 0.28, 0.40, 0.27, -0.31, 0.36, 0.41, 0.29, 0.41, 0.31, 0.24, 0.32, 0.41, 0.28, 0.39, 0.28, -0.73, 0.25, 0.78, 0.46, -0.62, -0.59, -0.39, -0.33, -0.02, -0.50, 0.46, 0.24, 0.28, 0.45, 0.28]}

***

Entry 2:
{"formula": "C23H26N2O5", "method": "ωB97M-V/def2-TZVPD", "lumo_energy_ha": -0.0089, "homo_ev": -8.5, "gap_ev": 8.30, "e_tot_ev": -37490.2643, "species": ["C", "O", "C", "C", "H", "H", "C", "N", "C", "O", "C", "O", "C", "C", "C", "C", "C", "C", "C", "C", "H", "H", "O", "C", "C", "H", "H", "H", "C", "H", "H", "H", "H", "H", "H", "O", "H", "C", "C", "C", "C", "N", "C", "C", "H", "H", "H", "H", "H", "H", "H", "H", "H", "H", "H", "H"], "coordinates": [[3.041, 2.682, -6.753], [2.720, 2.145, -5.497], [3.411, 2.769, -4.436], [2.944, 2.152, -3.124], [3.073, 1.070, -3.189], [3.555, 2.532, -2.305], [1.471, 2.482, -2.865], [0.967, 1.831, -1.684], [0.787, 2.467, -0.505], [1.029, 3.634, -0.288], [0.248, 1.431, 0.482], [-0.047, 1.658, 1.636], [0.159, 0.186, -0.264], [-0.345, -1.006, 0.144], [-0.738, -1.322, 1.517], [-1.924, -2.025, 1.751], [-2.312, -2.339, 3.031], [-1.518, -1.981, 4.127], [-0.320, -1.304, 3.893], [0.056, -0.975, 2.606], [0.988, -0.460, 2.444], [0.327, -1.018, 4.705], [-2.008, -2.334, 5.332], [-1.309, -2.012, 6.531], [-0.183, -3.013, 6.785], [0.346, -2.752, 7.697], [-0.599, -4.012, 6.892], [0.525, -3.023, 5.959], [-2.346, -2.054, 7.649], [-1.879, -1.807, 8.599], [-2.781, -3.048, 7.712], [-3.140, -1.340, 7.448], [-0.903, -0.994, 6.457], [-3.238, -2.859, 3.220], [-2.572, -2.286, 0.924], [-0.507, -1.975, -0.786], [-0.869, -2.772, -0.373], [0.548, 0.447, -1.700], [-0.623, 0.248, -2.637], [-0.556, -0.622, -3.715], [-1.671, -0.753, -4.529], [-2.796, -0.090, -4.335], [-2.856, 0.745, -3.311], [-1.805, 0.952, -2.434], [-1.898, 1.643, -1.609], [-3.794, 1.270, -3.190], [-1.663, -1.422, -5.380], [0.341, -1.187, -3.914], [1.374, -0.206, -2.012], [0.877, 2.177, -3.731], [1.358, 3.558, -2.706], [4.496, 2.624, -4.559], [3.210, 3.851, -4.439], [2.788, 3.748, -6.807], [2.455, 2.132, -7.486], [4.109, 2.564, -6.976]], "forces_ev_per_angstrom": [[0.0, 0.1, -0.1], [-0.1, -0.1, 0.2], [0.1, -0.1, 0.2], [-0.2, 0.2, -0.3], [0.1, -0.1, 0.0], [0.0, 0.0, 0.0], [0.3, 0.2, -0.1], [0.0, -0.2, 0.1], [0.2, 0.6, -0.1], [-0.1, 0.0, 0.2], [-0.3, -0.3, 0.7], [0.2, 0.3, -0.4], [0.0, -0.6, -0.3], [0.3, 0.4, 0.0], [-0.1, -0.2, 0.2], [0.1, 0.1, 0.0], [0.0, -0.1, 0.2], [0.0, 0.0, -0.4], [-0.1, 0.0, 0.3], [-0.1, -0.2, -0.3], [0.1, 0.1, 0.0], [0.0, 0.0, 0.1], [-0.2, 0.0, -0.1], [0.2, 0.0, 0.5], [-0.2, 0.3, -0.3], [0.1, 0.0, 0.1], [0.0, -0.1, 0.0], [0.1, 0.0, 0.0], [0.2, 0.1, -0.4], [0.0, 0.0, 0.1], [0.0, -0.1, 0.0], [-0.1, 0.1, 0.0], [-0.1, -0.1, -0.1], [-0.1, -0.1, 0.0], [-0.1, 0.0, -0.1], [0.0, 0.1, 0.1], [0.1, 0.1, 0.0], [-0.1, -0.4, 0.0], [-0.1, -0.1, -0.3], [-0.1, 0.2, 0.2], [0.2, -0.1, -0.1], [-0.4, -0.1, -0.4], [0.0, 0.2, 0.3], [0.1, -0.2, -0.2], [-0.1, 0.1, 0.1], [0.0, 0.1, 0.1], [0.1, -0.1, -0.1], [0.1, -0.1, 0.0], [-0.1, 0.1, 0.0], [0.0, 0.1, 0.1], [0.0, -0.1, -0.1], [-0.1, 0.1, 0.0], [0.0, 0.0, 0.0], [0.0, 0.0, 0.0], [0.0, 0.1, -0.1], [0.0, 0.0, 0.0]], "nbo_charge": [-0.24, -0.55, -0.06, -0.42, 0.20, 0.22, -0.23, -0.40, 0.58, -0.59, 0.46, -0.51, -0.27, 0.46, -0.18, -0.17, -0.26, 0.34, -0.27, -0.11, 0.23, 0.22, -0.49, 0.10, -0.63, 0.22, 0.21, 0.22, -0.61, 0.21, 0.21, 0.22, 0.18, 0.23, 0.21, -0.65, 0.50, -0.07, 0.03, -0.25, 0.04, -0.42, 0.04, -0.26, 0.22, 0.19, 0.19, 0.22, 0.21, 0.22, 0.23, 0.17, 0.16, 0.17, 0.20, 0.16]}

***

Entry 3:
{"formula": "C5H10FNO", "method": "ωB97M-V/def2-TZVPD", "lumo_energy_ha": 0.0321, "homo_ev": -9.6, "gap_ev": 10.42, "e_tot_ev": -11599.0385, "species": ["C", "C", "C", "C", "C", "N", "O", "F", "H", "H", "H", "H", "H", "H", "H", "H", "H", "H"], "coordinates": [[1.884, 2.353, -2.592], [1.327, -0.607, 0.136], [-0.453, 0.597, 1.459], [-0.998, -1.572, 0.216], [-0.188, -0.303, 0.147], [-0.522, 0.462, -1.094], [0.887, 2.846, -2.315], [-1.882, 0.594, -1.038], [-0.232, 1.446, -0.932], [1.901, 0.243, -0.186], [1.742, -0.917, 1.047], [1.552, -1.425, -0.554], [0.219, -0.036, 2.173], [-1.553, 0.508, 1.680], [-0.016, 1.608, 1.585], [-1.950, -1.450, 0.667], [-1.067, -1.798, -0.873], [-0.651, -2.548, 0.472]], "forces_ev_per_angstrom": [[-2.1, 1.1, 0.5], [-0.8, -0.2, -2.1], [0.8, -2.8, 0.7], [-0.1, -0.2, -2.8], [1.7, 1.9, 2.1], [2.0, -0.2, 0.6], [2.2, -0.9, -0.6], [-2.3, 0.4, -0.2], [0.0, -0.9, -0.1], [0.3, 0.6, -0.2], [0.1, -0.3, 1.6], [-0.1, 0.1, -0.2], [-1.9, 1.2, -0.4], [1.3, 0.5, 0.2], [-0.5, -0.4, -0.8], [-1.0, 0.2, 0.1], [-0.9, 0.2, 0.4], [1.3, -0.1, 1.3]], "nbo_charge": [0.52, -0.61, -0.65, -0.65, 0.09, -0.21, -0.52, -0.27, 0.33, 0.20, 0.21, 0.21, 0.21, 0.22, 0.22, 0.22, 0.23, 0.23]}